Entry P
# C6H14O3

2 unconnected molecules or ions with the total composition C6H14O3 (wB97M-V/def2-TZVPD, the Open Molecules 2025 dataset).

Output
SMILES: CC(C)=O.OCCCO

The geometry in ORCA input format:
```
! RIJCOSX wB97M-V def2-TZVPD def2/J DEFGRID3
* xyz 0 1
C -1.196 -0.040 -2.052
C -1.902 0.569 -0.862
C -1.120 1.598 -0.078
O -3.038 0.248 -0.552
H -1.847 -0.778 -2.549
H -0.271 -0.546 -1.730
H -0.932 0.744 -2.781
H -0.199 1.149 0.328
H -0.842 2.444 -0.728
H -1.724 1.983 0.761
O -0.232 -1.521 1.437
C -0.748 -2.839 1.586
C -2.243 -2.933 1.306
C -3.091 -2.227 2.355
O -2.816 -0.819 2.446
H -0.822 -0.940 1.961
H -0.187 -3.468 0.868
H -0.543 -3.226 2.603
H -2.453 -2.512 0.304
H -2.539 -4.000 1.292
H -4.170 -2.393 2.166
H -2.860 -2.627 3.361
H -3.141 -0.401 1.622
*
```


Entry Q
# C6H14O3

3 unconnected molecules or ions with the total composition C6H14O3 (wB97M-V/def2-TZVPD, the Open Molecules 2025 dataset).

The geometry in ORCA input format:
```
! RIJCOSX wB97M-V def2-TZVPD def2/J DEFGRID3
* xyz 0 1
C -1.450 0.275 -0.915
C -0.775 0.434 -2.169
C -1.501 1.423 0.042
C -0.600 -1.397 0.187
H -2.342 -0.342 -0.931
H 0.355 0.138 -1.915
H -0.644 1.464 -2.501
H -1.101 -0.239 -2.958
H -1.835 1.119 1.033
H -0.528 1.905 0.117
H -2.214 2.164 -0.340
H 0.090 -1.893 0.862
H -0.754 -2.124 -0.608
H -1.495 -1.285 0.795
C 1.353 0.480 2.137
C 1.551 -0.419 -0.072
O 1.477 0.673 0.730
O 2.246 -1.448 0.517
O 1.685 -0.241 -1.296
H 2.530 -2.037 -0.193
H 0.436 -0.066 2.371
H 2.211 -0.061 2.539
H 1.304 1.477 2.569
*
```


Entry R
# C6H14O3

2 unconnected molecules or ions with the total composition C6H14O3 (wB97M-V/def2-TZVPD, the Open Molecules 2025 dataset).

The geometry in ORCA input format:
```
! RIJCOSX wB97M-V def2-TZVPD def2/J DEFGRID3
* xyz 0 1
C 1.351 -0.149 0.047
C -0.414 -1.383 -0.823
C -1.158 1.122 -0.164
C 2.448 -0.235 1.064
C -1.453 -2.396 -0.524
C -1.255 1.976 1.099
O 0.626 -1.321 -0.024
O 1.739 0.362 -1.198
O -1.028 1.928 -1.324
H 2.602 0.007 -1.456
H -0.115 1.897 -1.634
H 0.001 0.619 0.080
H -0.406 -0.816 -1.744
H -2.089 0.565 -0.274
H 2.082 -0.714 1.970
H 3.311 -0.809 0.697
H 2.795 0.769 1.311
H -1.417 -2.683 0.527
H -2.445 -1.989 -0.740
H -1.334 -3.299 -1.132
H -2.080 2.689 1.018
H -1.434 1.335 1.965
H -0.326 2.528 1.258
*
```


Order of stability, best first: entry P, entry Q, entry R


Entry P
# C2H3OP

2 unconnected molecules or ions with the total composition C2H3OP (wB97M-V/def2-TZVPD, the Open Molecules 2025 dataset).

Output
SMILES: C#P.C=O

The geometry in ORCA input format:
```
! RIJCOSX wB97M-V def2-TZVPD def2/J DEFGRID3
* xyz 0 1
C -1.730 -0.399 -2.129
P -3.010 -0.354 -1.274
H -0.769 -0.572 -2.336
C 1.361 0.451 -0.017
O 1.160 -0.212 0.958
H 1.757 0.163 -0.942
H 0.938 1.378 -0.008
*
```


Entry Q
# C2H3OP

A single C2H3OP molecule (wB97M-V/def2-TZVPD, the Open Molecules 2025 dataset).

The geometry in ORCA input format:
```
! RIJCOSX wB97M-V def2-TZVPD def2/J DEFGRID3
* xyz 0 1
C 0.440 -0.273 -0.743
C -0.050 0.396 0.460
O -1.039 -0.553 0.768
P -0.718 -1.471 -0.592
H 0.984 -0.040 -1.546
H 0.733 0.512 1.230
H -0.351 1.430 0.422
*
```


Order of stability, best first: entry Q, entry P


Entry P
# C2H3OP

A single C2H3OP molecule (wB97M-V/def2-TZVPD, the Open Molecules 2025 dataset).

The geometry in ORCA input format:
```
! RIJCOSX wB97M-V def2-TZVPD def2/J DEFGRID3
* xyz 0 1
C -0.121 -0.931 -0.072
C 0.434 0.382 0.078
O -0.847 1.060 -0.001
P -1.680 -0.405 -0.076
H 0.426 -1.747 -0.289
H 0.780 0.803 1.085
H 1.009 0.837 -0.725
*
```


Entry Q
# C2H3OP

A molecular structure, C2H3OP (wB97M-V/def2-TZVPD, the Open Molecules 2025 dataset).

The geometry in ORCA input format:
```
! RIJCOSX wB97M-V def2-TZVPD def2/J DEFGRID3
* xyz 0 1
C 1.437 -0.710 0.229
C 0.106 -0.721 0.235
O 2.663 -0.545 0.260
P -1.226 0.623 0.259
H -2.283 1.470 -0.962
H -0.346 -1.716 -0.079
H -0.350 1.599 0.056
*
```


Entry R
# C2H3OP

A molecular structure, C2H3OP (wB97M-V/def2-TZVPD, the Open Molecules 2025 dataset).

The geometry in ORCA input format:
```
! RIJCOSX wB97M-V def2-TZVPD def2/J DEFGRID3
* xyz 0 1
C -0.251 -1.154 0.159
C 0.510 0.628 0.070
O -0.854 1.108 0.058
P -1.687 -0.242 0.120
H 0.165 -1.999 -0.402
H 1.161 0.858 0.832
H 0.957 0.802 -0.836
*
```


Order of stability, best first: entry P, entry R, entry Q


Entry P
# C2H3OP

A single C2H3OP molecule (wB97M-V/def2-TZVPD, the Open Molecules 2025 dataset).

Output
SMILES: C=CP=O

The geometry in ORCA input format:
```
! RIJCOSX wB97M-V def2-TZVPD def2/J DEFGRID3
* xyz 0 1
C -1.231 -0.011 -0.390
C 0.001 0.256 0.050
P 2.061 -0.052 -0.297
O 2.577 -0.827 0.825
H -2.111 0.429 0.205
H -1.532 -0.214 -1.500
H 0.234 0.419 1.107
*
```


Entry Q
# C2H3OP

2 unconnected molecules or ions with the total composition C2H3OP (wB97M-V/def2-TZVPD, the Open Molecules 2025 dataset).

Output
SMILES: C#P.C=O

The geometry in ORCA input format:
```
! RIJCOSX wB97M-V def2-TZVPD def2/J DEFGRID3
* xyz 0 1
C 1.246 -0.765 0.566
P 1.354 -1.498 1.929
H 1.189 -0.261 -0.451
C -0.937 0.604 -0.515
O -1.925 0.042 -0.946
H -0.596 0.573 0.511
H -0.331 1.306 -1.095
*
```


Order of stability, best first: entry P, entry Q


Entry P
# C3H6ClF

2 unconnected molecules or ions with the total composition C3H6ClF (wB97M-V/def2-TZVPD, the Open Molecules 2025 dataset).

The geometry in ORCA input format:
```
! RIJCOSX wB97M-V def2-TZVPD def2/J DEFGRID3
* xyz 0 1
C 0.617 0.429 0.525
C 0.143 -0.454 -0.513
C -2.187 -1.124 -0.063
F -2.317 -2.334 -0.570
Cl -2.093 -1.081 1.731
H 0.531 -0.095 1.491
H 0.005 1.234 0.420
H 1.666 0.579 0.419
H 0.016 -0.149 -1.527
H 0.427 -1.426 -0.495
H -2.823 -0.244 -0.359
*
```


Entry Q
# C3H6ClF

A single C3H6ClF molecule (wB97M-V/def2-TZVPD, the Open Molecules 2025 dataset).

Output
SMILES: FCCCCl

The geometry in ORCA input format:
```
! RIJCOSX wB97M-V def2-TZVPD def2/J DEFGRID3
* xyz 0 1
F 1.644 -1.028 -0.369
C 1.369 0.207 -0.071
C -0.067 0.621 -0.185
C -0.944 -0.611 0.306
Cl -2.760 -0.286 -0.265
H 1.864 0.893 -0.823
H 1.664 0.604 1.120
H -0.523 1.501 0.332
H -0.423 0.548 -1.299
H -0.755 -1.679 -0.074
H -1.070 -0.770 1.327
*
```


Entry R
# C3H6ClF

A single C3H6ClF molecule (wB97M-V/def2-TZVPD, the Open Molecules 2025 dataset).

Output
SMILES: CC[C@H](F)Cl

The geometry in ORCA input format:
```
! RIJCOSX wB97M-V def2-TZVPD def2/J DEFGRID3
* xyz 0 1
C 0.212 0.063 1.315
C -0.453 0.305 -0.088
C 0.236 -0.328 -1.185
F 1.512 0.119 -1.428
Cl -0.769 -0.179 -2.729
H -0.326 0.617 2.092
H 0.226 -0.975 1.646
H 1.107 0.554 1.604
H -1.463 -0.123 0.030
H -0.477 1.397 -0.189
H 0.195 -1.449 -1.068
*
```


Entry S
# C3H6ClF

A molecular structure, C3H6ClF (wB97M-V/def2-TZVPD, the Open Molecules 2025 dataset).

The geometry in ORCA input format:
```
! RIJCOSX wB97M-V def2-TZVPD def2/J DEFGRID3
* xyz 0 1
C 2.152 -0.577 0.178
C 1.241 0.508 -0.433
C -0.122 0.493 0.298
H 3.340 -0.323 0.056
H 1.595 -0.715 1.486
H 1.871 -1.415 -0.305
H 1.843 1.417 -0.331
H 1.176 0.472 -1.535
H 0.178 0.103 1.345
F -0.995 1.591 0.079
Cl -1.217 -0.965 -0.099
*
```


Order of stability, best first: entry R, entry Q, entry S, entry P


Entry P
# C4H15NO3

4 unconnected molecules or ions with the total composition C4H15NO3 (wB97M-V/def2-TZVPD, the Open Molecules 2025 dataset).

Output
SMILES: C=CCNC.O.O.O

The geometry in ORCA input format:
```
! RIJCOSX wB97M-V def2-TZVPD def2/J DEFGRID3
* xyz 0 1
C 2.591 0.603 -1.002
C 1.546 1.432 -0.940
C 0.104 1.058 -0.960
N -0.585 1.537 0.330
C -2.041 1.079 0.249
H 3.619 0.899 -0.845
H 2.341 -0.452 -1.045
H 1.645 2.516 -0.771
H -0.277 1.769 -1.726
H -0.288 0.105 -1.291
H -0.570 2.553 0.407
H -2.045 -0.005 0.176
H -2.562 1.388 1.162
H -2.556 1.520 -0.602
O 0.398 -0.147 2.280
H -0.333 -0.206 2.891
H 0.128 0.581 1.643
O 0.465 -2.321 0.584
H 0.146 -1.559 1.140
H 0.103 -3.064 1.094
O -1.655 -2.210 -1.157
H -1.346 -2.522 -2.014
H -0.933 -2.452 -0.553
*
```


Entry Q
# C4H15NO3

3 unconnected molecules or ions with the total composition C4H15NO3 (wB97M-V/def2-TZVPD, the Open Molecules 2025 dataset).

Output
SMILES: CC[C@H](N)CO.O.O

The geometry in ORCA input format:
```
! RIJCOSX wB97M-V def2-TZVPD def2/J DEFGRID3
* xyz 0 1
C 0.409 3.224 1.299
C 0.382 1.698 1.307
C 0.706 1.040 -0.044
N -0.453 0.412 -0.726
C 1.749 -0.053 0.124
O 2.019 -0.747 -1.073
H 0.158 3.643 0.332
H 1.393 3.609 1.568
H -0.377 3.666 1.918
H -0.552 1.298 1.683
H 1.121 1.354 2.026
H 1.165 1.753 -0.728
H -1.126 1.147 -0.927
H -0.912 -0.177 -0.034
H 1.445 -0.785 0.868
H 2.688 0.389 0.478
H 1.301 -0.641 -1.708
O -4.544 -0.450 -0.809
H -5.480 -0.221 -0.725
H -4.199 0.318 -1.286
O 0.729 -4.532 -0.003
H -0.175 -4.299 0.269
H 1.011 -3.766 -0.516
*
```


Order of stability, best first: entry Q, entry P